Entry 1:
{
  "formula": "C2H4Cl2N2O",
  "method": "wB97M-V/def2-TZVPD",
  "gap_ev": 10.240,
  "smiles": "Cl[C@H]1NCN(Cl)O1",
  "fmax_ev_per_a": 3.68,
  "multiplicity": 1,
  "symbols": ["C", "C", "N", "N", "O", "Cl", "Cl", "H", "H", "H", "H"],
  "positions_angstrom": [[-0.720430, 0.227389, -0.814906], [0.600694, -1.076389, 0.591235], [0.063848, 0.219896, 0.420917], [-1.354965, -1.099624, -0.761990], [-0.402337, -1.950415, -0.385448], [2.269372, -1.607192, 0.178767], [-2.742961, -1.048186, 0.355089], [-1.362238, 0.998458, -0.853931], [-0.217849, 0.291320, -1.812480], [0.546473, -1.445015, 1.698857], [0.694671, 1.094154, 0.638337]],
  "atomic_forces_ev_per_a": [[2.15, -2.67, -0.55], [-1.45, -2.02, 1.74], [2.23, 1.72, -0.25], [-0.88, 1.03, -1.45], [2.31, 1.51, 2.43], [-0.37, 0.59, -0.58], [0.24, -0.06, 0.26], [-2.70, 2.45, 0.42], [0.45, -0.49, 0.87], [-0.38, 0.62, -2.20], [-1.60, -2.69, -0.69]]
}

Entry 2:
{
  "formula": "C13H18NS",
  "method": "wB97M-V/def2-TZVPD",
  "gap_ev": [5.643, 5.635],
  "total_charge": 1,
  "fmax_ev_per_a": 6.59,
  "multiplicity": 1,
  "symbols": ["C", "C", "C", "C", "C", "C", "C", "C", "C", "C", "C", "C", "C", "N", "S", "H", "H", "H", "H", "H", "H", "H", "H", "H", "H", "H", "H", "H", "H", "H", "H", "H", "H"],
  "positions_angstrom": [[3.053560, -1.292570, -0.180314], [-1.255697, 0.843328, -1.205393], [-2.514931, 0.512724, -0.841567], [-2.005119, 1.190461, 1.729148], [-0.284349, 0.638776, -0.080368], [-2.600647, 0.252359, 0.596218], [-1.147372, 0.087976, 1.087661], [4.468316, 1.752927, -0.554325], [1.987119, -0.637397, 0.350180], [-3.774220, 0.696136, -1.589290], [1.901186, -0.529092, 1.841838], [0.074136, -1.890946, -0.634839], [0.713720, -0.474080, -0.512290], [4.011549, -1.507144, -0.887410], [3.060143, 1.732352, 0.018583], [-1.016718, 1.084607, -2.190783], [-1.871986, 2.240400, 1.315506], [-2.556308, 1.025621, 2.583403], [0.342195, 1.406304, 0.357707], [-3.405435, -0.450110, 1.038919], [-0.770959, -0.702576, 1.712690], [5.469852, 2.200643, -0.674187], [-4.313908, -0.166773, -1.522044], [-3.755013, 1.077710, -2.660098], [-4.459962, 1.354842, -1.082136], [2.572336, -1.279298, 2.438017], [0.869119, -0.816734, 2.077616], [2.037352, 0.480485, 2.101837], [-0.037371, -2.176284, 0.403888], [0.712413, -2.491545, -1.066801], [-0.898799, -1.736859, -1.277478], [0.905525, -0.067974, -1.452302], [4.490280, -2.358282, -1.241590]],
  "atomic_forces_ev_per_a": [[0.28, 0.59, -1.79], [-1.50, -0.43, 1.64], [0.83, 2.31, -0.05], [0.48, 0.54, -4.83], [0.34, -2.85, 1.75], [-0.01, -2.28, 2.82], [-1.55, 2.23, 0.24], [-1.34, 0.55, 1.36], [0.80, -0.11, -0.55], [0.52, 2.02, -1.73], [-0.10, -3.00, 0.65], [-4.15, 5.01, 1.07], [-0.21, -0.93, 0.78], [-0.19, -0.18, 0.82], [2.08, -0.61, -1.10], [0.64, 0.66, -1.38], [0.02, -1.31, 1.06], [-0.57, -0.06, 2.02], [-0.26, 1.01, -0.52], [1.36, 1.13, -1.11], [-0.48, -0.15, -0.10], [-0.71, -0.63, -0.35], [-1.44, -2.77, -0.38], [0.47, -0.74, 1.31], [0.12, 0.76, 0.53], [-0.94, 1.74, -1.21], [0.61, 0.25, 0.43], [0.25, 1.29, 1.02], [-0.82, -0.65, -0.07], [3.16, -3.29, -2.49], [1.67, -0.80, 1.63], [1.41, -0.05, -2.01], [-0.76, 0.77, 0.56]]
}

Entry 3:
{
  "formula": "C10H14NO2S",
  "method": "wB97M-V/def2-TZVPD",
  "gap_ev": 6.355,
  "total_charge": 1,
  "fmax_ev_per_a": 3.96,
  "multiplicity": 1,
  "symbols": ["C", "C", "C", "C", "C", "C", "C", "C", "C", "C", "N", "O", "O", "S", "H", "H", "H", "H", "H", "H", "H", "H", "H", "H", "H", "H", "H", "H"],
  "positions_angstrom": [[3.525174, -1.168126, -1.122885], [3.246381, 0.031737, -1.982750], [2.541584, -1.888141, -0.632415], [2.005773, 0.525413, -1.887917], [-2.602251, 0.490846, 0.473092], [1.176842, -1.498474, -0.990841], [0.938488, 0.036206, -1.009595], [-4.253873, 1.412035, 2.577010], [1.127194, 0.823177, 0.376300], [0.048025, 0.808710, 1.425532], [-2.761472, -0.342992, -0.342636], [-3.567482, -1.266513, -0.793379], [-4.353648, 0.648300, 1.651780], [-1.605080, 1.652420, 1.190469], [4.507148, -1.447474, -1.118165], [3.952260, 0.668155, -2.493562], [2.559820, -2.686083, 0.110882], [1.952876, 1.478827, -2.461072], [0.788123, -1.642133, -1.984816], [0.417331, -1.995458, -0.408170], [-0.119330, 0.186175, -1.237882], [-4.488882, -1.306436, -0.465702], [-3.363649, 1.923491, 2.651922], [-5.010679, 1.491160, 3.369532], [1.254012, 1.896488, 0.075400], [1.918234, 0.450309, 0.933075], [-0.186848, -0.288640, 1.613859], [0.353927, 1.007020, 2.482932]],
  "atomic_forces_ev_per_a": [[-0.31, 1.49, -1.94], [-1.52, -1.13, 1.74], [-0.99, -0.50, 0.53], [0.88, 2.65, -2.22], [1.24, 0.42, 0.56], [-2.29, 1.61, 0.57], [-0.06, -0.58, 2.83], [-1.77, -1.22, 0.60], [-1.89, 2.19, -2.18], [-1.13, -3.46, 1.56], [-1.38, -0.19, -0.15], [0.42, -1.04, -1.05], [-0.48, -0.59, -0.69], [0.85, 0.17, -0.53], [2.54, -0.74, 0.86], [0.48, -0.66, -0.13], [0.87, -0.07, -0.55], [-0.79, -0.50, 0.68], [0.75, -1.09, -1.01], [-0.19, -0.23, 0.69], [0.29, 0.27, -0.85], [0.40, 0.86, 0.79], [1.92, 1.73, 0.71], [-0.16, 0.04, -0.32], [0.54, -0.86, 0.38], [2.16, -0.48, 0.63], [-0.29, 1.00, -0.47], [-0.08, 0.91, -1.04]]
}

Entry 4:
{
  "formula": "H3NO2S",
  "method": "wB97M-V/def2-TZVPD",
  "gap_ev": 11.321,
  "smiles": "N[SH](=O)=O",
  "fmax_ev_per_a": 7.70,
  "multiplicity": 1,
  "symbols": ["N", "O", "O", "S", "H", "H", "H"],
  "positions_angstrom": [[0.101671, 0.379905, -0.995985], [-0.117701, 0.724693, 1.673534], [-0.738501, -1.534593, 0.513661], [0.141918, -0.339671, 0.460391], [-0.205925, 1.245750, -0.679577], [-0.674494, 0.156667, -1.641712], [1.493033, -0.632752, 0.669687]],
  "atomic_forces_ev_per_a": [[-0.29, -0.53, -0.97], [1.33, -3.90, -5.75], [2.35, 2.18, -0.69], [-2.86, 0.34, 7.14], [-0.04, 2.98, 0.35], [0.63, -1.08, 0.58], [-1.11, 0.00, -0.66]]
}

Entry 5:
{
  "formula": "C3H6N4",
  "method": "wB97M-V/def2-TZVPD",
  "gap_ev": 9.814,
  "smiles": "[H]/N=C\\N(/C=N/[H])N=C",
  "fmax_ev_per_a": 3.86,
  "multiplicity": 1,
  "symbols": ["C", "C", "C", "H", "H", "H", "H", "H", "H", "N", "N", "N", "N"],
  "positions_angstrom": [[-1.886678, -0.804069, 0.210065], [1.540043, -0.548019, -0.202576], [0.063905, 1.256809, 0.093647], [-2.137186, -0.055717, 0.947018], [-2.618303, -1.637607, 0.045357], [1.538183, -1.583659, -0.598458], [3.269657, -0.329693, -0.088835], [0.927738, 1.768216, 0.321575], [-1.788857, 1.222363, -0.634004], [-0.691722, -1.040557, -0.226025], [0.280003, -0.167946, 0.172514], [2.513830, 0.177541, 0.178831], [-1.010610, 1.742342, -0.219114]],
  "atomic_forces_ev_per_a": [[0.66, -2.35, -0.06], [0.55, -0.65, 1.46], [-1.14, -2.98, 0.19], [-0.03, 0.24, -0.03], [0.63, 1.08, -0.21], [0.35, 0.66, -0.13], [3.52, -1.33, -0.85], [1.65, 1.30, 0.68], [0.67, -0.21, 0.74], [-1.79, 0.11, 0.57], [-0.67, 0.75, -0.80], [-2.43, 0.57, -0.13], [-1.97, 2.81, -1.40]]
}

Entry 6:
{
  "formula": "C3H13NO2",
  "method": "wB97M-V/def2-TZVPD",
  "gap_ev": 10.817,
  "smiles": "CC(C)N.O.O",
  "fmax_ev_per_a": 1.35,
  "multiplicity": 1,
  "symbols": ["C", "C", "C", "N", "H", "H", "H", "H", "H", "H", "H", "H", "H", "H", "H", "O", "H", "H", "O"],
  "positions_angstrom": [[1.874855, 1.184378, 0.429229], [0.822881, 0.946008, -0.677770], [-0.363893, 1.847010, -0.422984], [0.383006, -0.451196, -0.682838], [2.058735, 2.224685, 0.702974], [2.822448, 0.660538, 0.310362], [1.439972, 0.784451, 1.355320], [1.315227, 1.101331, -1.638468], [-1.191127, 1.554796, -1.075467], [-0.227554, 2.925105, -0.452043], [-0.735956, 1.659124, 0.587177], [1.137088, -1.042893, -1.015470], [0.115007, -0.737459, 0.257348], [-1.775797, -1.313390, 1.982029], [-1.155886, -2.545353, 1.399056], [-1.664107, -2.257687, 2.180908], [-2.336952, -2.067731, -1.324666], [-0.899136, -1.913552, -0.999541], [-1.618817, -2.558161, -0.915163]],
  "atomic_forces_ev_per_a": [[-0.49, -0.26, 0.86], [1.14, 0.32, 0.64], [-0.99, -0.38, 0.04], [-0.16, -0.08, -0.18], [0.10, 0.14, -0.57], [0.01, 0.05, -0.35], [0.02, -0.12, -0.03], [-0.34, 0.29, -0.17], [0.10, 0.25, -0.14], [0.45, -0.03, -0.36], [0.06, -0.15, 0.17], [0.00, -0.05, 0.29], [0.34, 0.04, -0.05], [-0.20, -0.37, 0.30], [-0.57, -0.24, 0.32], [0.60, 0.57, -0.61], [-0.29, -0.19, 0.04], [0.06, 0.07, -0.17], [0.16, 0.14, -0.03]]
}